No. 1
A structure of composition C7H9N in a non-equilibrium geometry, computed with the ωB97M-V functional and the def2-TZVPD basis.

```
! RIJCOSX wB97M-V def2-TZVPD def2/J DEFGRID3
* xyz 0 1
C 2.789 0.341 0.005
C 0.382 -0.286 0.038
C 0.009 1.042 0.015
C -1.316 1.356 0.078
C -2.228 0.354 -0.004
C -1.834 -0.990 -0.033
C -0.497 -1.290 -0.059
H 3.626 -0.115 -0.197
H 2.749 0.710 1.133
H 2.777 1.245 -1.086
H 1.948 -1.349 0.483
H 0.635 1.955 -0.209
H -1.606 2.519 -0.051
H -3.320 0.515 -0.009
H -2.582 -1.651 0.044
H -0.550 -2.555 -0.130
N 1.785 -0.634 -0.032
*
```

Computed properties:
Max |F|   8.031 eV/Å
Kohn-Sham gap   0.3316 Eh
Lowest unoccupied orbital energy   0.0371 Ha
Energy above the lowest of the compared OMol25 structures with the same formula, charge and spin   92.8 kcal per mole
Calculated total energy   -8891.1332 eV



No. 2
An isolated molecule of C7H9N in a non-equilibrium geometry, computed with the ωB97M-V functional and the def2-TZVPD basis.

```
! RIJCOSX wB97M-V def2-TZVPD def2/J DEFGRID3
* xyz 0 1
C 1.458 0.060 1.482
C 0.070 0.170 1.631
C -2.089 0.118 -0.151
C -0.498 0.412 -1.832
C 1.658 -0.190 -0.133
C 0.152 -0.353 -0.620
C -0.820 0.000 0.646
H 2.112 1.025 1.871
H 1.899 -0.870 2.262
H -0.363 0.364 2.541
H -3.003 0.205 0.472
H -2.504 0.448 -2.068
H -0.507 -0.220 -2.798
H 2.464 -0.752 -0.657
H -0.014 -1.610 -0.711
H 1.840 0.953 -0.471
N -1.854 0.241 -1.464
*
```

Computed properties:
Max |F|   8.245 eV/Å
Kohn-Sham gap   0.2615 Eh
Lowest unoccupied orbital energy   0.0040 Ha
Energy above the lowest of the compared OMol25 structures with the same formula, charge and spin   152.7 kcal per mole
Calculated total energy   -8888.5351 eV



No. 3
An isolated molecule of C7H9N in a non-equilibrium geometry, computed with the ωB97M-V functional and the def2-TZVPD basis.

```
! RIJCOSX wB97M-V def2-TZVPD def2/J DEFGRID3
* xyz 0 1
C 1.012 -1.429 -0.210
C -0.283 -1.441 0.063
C -1.269 -0.524 0.296
N -2.287 -0.127 -0.503
C -1.275 0.823 0.253
C -0.082 1.667 -0.141
C 1.100 1.233 -0.163
C 1.675 -0.015 0.104
H 1.775 -2.360 -0.442
H -0.867 -2.434 -0.176
H -1.654 -0.816 1.338
H -1.920 -0.430 -1.366
H -1.693 1.428 1.180
H -0.518 2.740 -0.389
H 1.798 2.046 -0.348
H 1.854 -0.301 1.124
H 2.632 -0.062 -0.620
*
```

Computed properties:
Max |F|   9.080 eV/Å
Kohn-Sham gap   0.3670 Eh
Lowest unoccupied orbital energy   0.0316 Ha
Energy above the lowest of the compared OMol25 structures with the same formula, charge and spin   144.7 kcal per mole
SMILES   C1=C[C@@H]2N[C@@H]2C=CC1
Calculated total energy   -8888.8798 eV



No. 4
The ion C7H9N2 with charge +1 in a non-equilibrium geometry, computed with the ωB97M-V functional and the def2-TZVPD basis.

```
! RIJCOSX wB97M-V def2-TZVPD def2/J DEFGRID3
* xyz 1 1
C 0.832 0.945 0.035
C 0.897 -1.239 -0.123
C -0.444 0.343 0.152
C -2.877 0.170 -0.285
C -3.247 -1.002 -0.099
C -1.770 1.005 0.328
C 3.127 -0.174 -0.073
N 1.678 -0.138 -0.120
N -0.394 -0.962 -0.026
H 1.236 1.954 0.029
H 1.264 -2.262 -0.441
H -3.564 0.822 -0.826
H -3.678 -1.894 0.205
H -1.926 1.031 1.432
H -1.757 1.976 -0.095
H 3.482 -0.451 0.858
H 3.586 -0.922 -0.607
H 3.554 0.799 -0.343
*
```

Computed properties:
Max |F|   2.957 eV/Å
Kohn-Sham gap (spin up / spin down)   0.2112 / 0.2112 Eh
Lowest unoccupied orbital energy (spin up / spin down)   -0.2438 / -0.2438 Ha
Energy above the lowest of the compared OMol25 structures with the same formula, charge and spin   102.7 kcal per mole
Calculated total energy   -10374.0693 eV



No. 5
The ion C7H9N2O3 with charge -1 in a non-equilibrium geometry, computed with the ωB97M-V functional and the def2-TZVPD basis.

```
! RIJCOSX wB97M-V def2-TZVPD def2/J DEFGRID3
* xyz -1 1
C -0.243 2.671 -0.836
C 0.601 1.643 -0.195
N 1.867 1.848 0.008
O 2.448 0.618 0.366
C 1.475 -0.313 0.423
C 1.910 -1.663 0.868
C 0.265 0.255 0.115
N -0.969 -0.379 -0.158
C -1.094 -1.748 -0.419
C -2.246 0.152 0.389
O -2.161 1.180 1.121
O -3.254 -0.479 0.070
H -1.306 2.465 -0.442
H 0.308 3.576 -0.706
H -0.343 2.614 -1.875
H 1.341 -2.311 0.364
H 3.069 -1.637 0.723
H 1.595 -1.872 1.871
H -0.507 -2.468 0.149
H -2.092 -2.069 -0.451
H -0.664 -2.083 -1.387
*
```

Computed properties:
Max |F|   4.683 eV/Å
Kohn-Sham gap   0.2848 Eh
Lowest unoccupied orbital energy   0.1295 Ha
Energy above the lowest of the compared OMol25 structures with the same formula, charge and spin   19.9 kcal per mole
SMILES   Cc1noc(C)c1N(C)C(=O)[O-]
Calculated total energy   -16527.3160 eV



No. 6
A structure of composition C7H9N3 in a non-equilibrium geometry, computed with the ωB97M-V functional and the def2-TZVPD basis.

```
! RIJCOSX wB97M-V def2-TZVPD def2/J DEFGRID3
* xyz 0 1
C -0.442 -1.218 2.950
C -1.325 -0.644 1.975
C 1.068 -0.826 1.475
C -2.104 0.984 -2.136
C 2.239 -0.583 0.856
C -1.909 0.459 -0.898
C 2.487 0.234 -0.415
N 0.803 -1.292 2.648
N -0.758 -0.030 -0.380
N -0.639 -0.460 0.830
H -0.591 -1.580 3.951
H -2.327 -0.362 1.962
H -3.010 1.247 -2.441
H -1.291 1.171 -2.764
H 3.010 -0.930 1.422
H -2.805 0.315 -0.139
H 2.852 1.253 -0.284
H 1.505 0.197 -1.016
H 3.156 -0.323 -1.074
*
```

Computed properties:
Max |F|   4.996 eV/Å
Kohn-Sham gap (spin up / spin down)   0.2453 / 0.2442 Eh
Lowest unoccupied orbital energy (spin up / spin down)   -0.0267 / -0.0264 Ha
Energy above the lowest of the compared OMol25 structures with the same formula, charge and spin   132.8 kcal per mole
Calculated total energy   -11869.7302 eV



No. 7
An isolated molecule of C7H9N3 in a non-equilibrium geometry, computed with the ωB97M-V functional and the def2-TZVPD basis.

```
! RIJCOSX wB97M-V def2-TZVPD def2/J DEFGRID3
* xyz 0 1
C -3.341 -0.775 -0.044
C -2.667 0.417 0.082
C -1.268 -1.209 0.033
C 1.005 -2.008 0.161
C 1.519 -0.599 0.456
C 0.891 0.512 -0.455
C -0.434 1.092 0.127
N -2.395 -1.816 -0.049
N 1.267 -3.123 -0.258
N -1.358 0.109 0.112
H -4.365 -1.015 -0.143
H -3.003 1.465 -0.135
H 1.270 -0.411 1.579
H 2.630 -0.507 0.262
H 1.741 1.208 -0.663
H 0.541 0.153 -1.549
H -0.241 1.567 1.176
H -0.602 2.013 -0.598
H 2.181 -3.541 -0.290
*
```

Computed properties:
Max |F|   6.854 eV/Å
Kohn-Sham gap   0.3181 Eh
Lowest unoccupied orbital energy   0.0176 Ha
Energy above the lowest of the compared OMol25 structures with the same formula, charge and spin   119.8 kcal per mole
Calculated total energy   -11870.2947 eV



No. 8
An isolated molecule of C7H9N3 in a non-equilibrium geometry, computed with the ωB97M-V functional and the def2-TZVPD basis.

```
! RIJCOSX wB97M-V def2-TZVPD def2/J DEFGRID3
* xyz 0 1
C 1.729 0.841 -0.234
C -2.006 -0.660 0.636
C 0.461 0.909 -0.508
C -0.861 1.050 -0.929
C 2.378 -0.425 0.150
C -1.959 0.750 0.052
C 1.249 -1.347 0.891
N -1.029 -1.466 0.509
N -1.150 1.424 -2.114
N 0.127 -1.364 0.041
H 2.346 1.764 -0.211
H -2.923 -0.969 1.006
H 2.836 -0.852 -0.723
H 3.258 -0.237 0.966
H -2.922 0.835 -0.533
H -2.057 1.422 0.805
H 1.601 -2.435 0.840
H 1.104 -0.765 1.758
H -2.181 1.523 -2.405
*
```

Computed properties:
Max |F|   4.161 eV/Å
Kohn-Sham gap (spin up / spin down)   0.2942 / 0.2814 Eh
Lowest unoccupied orbital energy (spin up / spin down)   0.0154 / 0.0016 Ha
Energy above the lowest of the compared OMol25 structures with the same formula, charge and spin   152.2 kcal per mole
Calculated total energy   -11868.8883 eV



No. 9
An isolated molecule of C7H9N3 in a non-equilibrium geometry, computed with the ωB97M-V functional and the def2-TZVPD basis.

```
! RIJCOSX wB97M-V def2-TZVPD def2/J DEFGRID3
* xyz 0 3
C 2.018 0.016 -0.807
C 0.787 1.632 0.535
C 0.309 1.008 1.572
C 0.818 0.850 -0.747
C -0.193 -0.300 1.547
C -0.353 -0.042 -0.924
C -0.405 -0.900 0.382
N 2.887 -0.693 -0.753
N -1.590 0.753 -1.269
N -0.740 -2.196 0.146
H 1.335 2.570 0.700
H 0.267 1.595 2.549
H 0.931 1.554 -1.672
H -0.426 -0.775 2.498
H -0.149 -0.825 -1.723
H -1.857 0.924 -0.326
H -2.285 0.167 -1.692
H -0.661 -2.930 0.821
H -0.691 -2.408 -0.837
*
```

Computed properties:
Max |F|   8.026 eV/Å
⟨S²⟩   2.01
Kohn-Sham gap (spin up / spin down)   0.2104 / 0.3055 Eh
Lowest unoccupied orbital energy (spin up / spin down)   0.0276 / -0.0636 Ha
Energy above the lowest of the compared OMol25 structures with the same formula, charge and spin   9.3 kcal per mole
Calculated total energy   -11870.5287 eV